{
  "formula": "H16O8",
  "method": "ωB97M-V/def2-TZVPD",
  "species": ["O", "H", "H", "O", "H", "H", "O", "H", "H", "O", "H", "H", "O", "H", "H", "O", "H", "H", "O", "H", "H", "O", "H", "H"],
  "xyz": [[2.34693, -0.16584, -0.96382], [2.05202, 0.56832, -0.42507], [3.05078, 0.19807, -1.50084], [-1.31650, 1.57338, -0.10783], [-0.44199, 1.78379, 0.21959], [-1.17078, 0.88370, -0.75540], [1.21055, 1.42998, -0.21962], [1.24890, 2.08661, -0.91502], [2.02962, 1.54303, 0.26264], [0.49835, 0.05068, 2.48250], [-0.06672, 0.72304, 2.86308], [0.28787, 0.06065, 1.54878], [0.31186, -0.25681, 0.57418], [0.84345, 0.48028, 0.27362], [-0.29956, -0.42032, -0.14392], [-0.61392, -2.62584, -0.21985], [-0.05264, -1.98801, 0.22104], [-0.98873, -3.14697, 0.49019], [-0.96361, -0.22400, -1.16933], [-0.20997, -0.55191, -1.65996], [-1.68511, -0.24087, -1.79812], [-2.24646, -0.85725, 0.48714], [-1.41949, -0.98887, 0.02342], [-2.40483, 0.08517, 0.43259]],
  "atomic_forces_ev_per_a": [[2.63, -3.12, -1.94], [2.01, -3.33, -2.15], [0.46, -0.34, -0.34], [-1.41, 4.68, 1.78], [-0.93, 0.38, 0.45], [0.10, 2.26, 0.54], [0.64, 11.35, -0.35], [-0.30, 0.46, -0.68], [0.44, 1.91, 1.70], [1.61, 1.95, 8.98], [-0.08, 0.08, 0.78], [-1.63, 0.31, 2.89], [0.46, -6.49, -7.38], [-1.88, -3.02, 0.87], [1.45, 0.42, 2.16], [0.43, -1.02, -0.74], [0.87, -0.43, 0.69], [-0.22, -0.08, 0.15], [0.51, -3.17, -9.82], [0.85, -0.31, -0.99], [-1.00, -0.68, -0.25], [-2.26, -0.72, 1.50], [-2.63, -1.41, 1.51], [-0.11, 0.30, 0.62]],
  "lowdin_charge": [-0.018, -0.142, 0.054, -0.031, 0.027, -0.156, 0.107, 0.184, 0.176, -0.046, 0.019, -0.318, 0.009, -0.145, -0.089, -0.028, 0.026, 0.074, 0.034, 0.161, 0.186, -0.054, -0.059, 0.029],
  "homo_lumo_gap_ha": 0.305,
  "de_lowest_kcal_mol": 340.4,
  "e_homo_ev": -9.12,
  "largest_force_ev_per_a": 11.37,
  "energy_ha": -611.04021
}

{
  "formula": "C7H12N2",
  "method": "ωB97M-V/def2-TZVPD",
  "species": ["C", "C", "N", "C", "C", "N", "C", "C", "C", "H", "H", "H", "H", "H", "H", "H", "H", "H", "H", "H", "H"],
  "xyz": [[-0.20686, 2.90938, 0.24263], [-1.00473, 1.77426, -0.42365], [-0.62296, 0.52481, 0.17538], [0.64464, -0.00366, -0.37672], [1.26805, -0.94177, 0.58364], [1.62372, -2.19273, -0.11695], [0.42263, -2.11023, 0.78408], [-0.87585, -1.96064, -0.03571], [-0.65735, -0.58423, -0.74555], [-0.40557, 3.01288, 1.28537], [0.88007, 2.72120, 0.14172], [-0.44226, 3.81920, -0.34242], [-0.80961, 1.80603, -1.49991], [-2.09653, 1.91540, -0.25033], [1.31577, 0.57567, -0.97948], [1.94092, -0.60576, 1.39121], [2.38291, -2.69232, 0.40136], [0.35864, -2.65959, 1.69975], [-1.80041, -2.01531, 0.56551], [-0.92760, -2.83117, -0.74020], [-0.98762, -0.46143, -1.75973]],
  "atomic_forces_ev_per_a": [[0.24, 0.00, -1.77], [-0.28, 1.04, 0.88], [0.36, -0.10, -0.43], [-0.37, -0.30, 1.45], [1.52, -0.02, 0.79], [0.33, -0.91, 1.23], [-0.96, 0.09, -1.17], [0.54, -0.35, -0.75], [-0.22, -1.87, 0.16], [-0.40, 0.18, 0.67], [-0.50, 0.06, -0.06], [0.21, -0.11, 0.69], [-0.06, -0.07, -0.17], [0.66, -0.02, -0.23], [-0.22, 0.37, -0.56], [-0.43, 0.03, -0.53], [-0.83, 0.65, -0.56], [0.37, -0.20, 0.38], [0.49, 0.39, -0.08], [0.02, 0.90, 0.26], [-0.46, 0.25, -0.21]],
  "lowdin_charge": [-0.086, -0.278, -0.026, -0.196, -0.262, 0.073, -0.250, -0.074, -0.224, 0.057, 0.071, 0.076, 0.108, 0.126, 0.145, 0.149, 0.103, 0.127, 0.109, 0.115, 0.136],
  "homo_lumo_gap_ha": 0.378,
  "de_lowest_kcal_mol": 43.7,
  "e_homo_ev": -9.14,
  "largest_force_ev_per_a": 1.89,
  "energy_ha": -383.35356,
  "smiles": "CCN1[C@H]2[C@@H]3N[C@@H]3C[C@H]21"
}

{
  "formula": "C3H5NO2",
  "method": "ωB97M-V/def2-TZVPD",
  "species": ["O", "C", "C", "N", "C", "O", "H", "H", "H", "H", "H"],
  "xyz": [[-1.21284, 0.21589, -1.19250], [-0.46463, -0.51976, -0.23746], [0.73225, -0.55514, -1.01300], [0.91766, 0.00973, 1.56296], [-0.17834, 0.38272, 0.97300], [-0.94745, 1.34577, 1.09817], [-1.42103, 1.03576, -0.64808], [-0.89532, -1.49035, 0.00466], [1.04303, -1.45729, -1.51767], [1.22479, 0.35658, -1.31305], [1.20186, 0.67609, 2.28298]],
  "atomic_forces_ev_per_a": [[-0.50, 0.30, 0.29], [-0.31, -0.02, -0.19], [0.30, -0.21, -0.04], [0.47, -0.23, -0.18], [-0.11, 0.32, 0.04], [-0.07, 0.01, -0.10], [0.02, -0.13, -0.17], [-0.08, 0.11, -0.01], [0.42, -0.28, 0.12], [-0.10, 0.23, 0.24], [-0.05, -0.10, -0.02]],
  "lowdin_charge": [0.008, -0.385, 0.326, 0.134, -0.648, 0.019, 0.116, 0.159, 0.105, 0.113, 0.052],
  "homo_lumo_gap_ha": [0.251, 0.251],
  "de_lowest_kcal_mol": 104.9,
  "e_homo_ev": [-9.24, -9.24],
  "largest_force_ev_per_a": 0.65,
  "energy_ha": -322.40719
}

{
  "formula": "C25H34F2O21",
  "method": "ωB97M-V/def2-TZVPD",
  "species": ["O", "C", "O", "C", "C", "F", "O", "H", "H", "H", "O", "C", "O", "C", "C", "F", "O", "H", "H", "H", "C", "C", "C", "O", "C", "O", "O", "H", "H", "H", "H", "H", "H", "C", "C", "C", "O", "C", "O", "O", "H", "H", "H", "H", "H", "H", "C", "C", "C", "O", "C", "O", "O", "H", "H", "H", "H", "H", "H", "C", "C", "C", "O", "C", "O", "O", "H", "H", "H", "H", "H", "H", "O", "C", "O", "C", "C", "O", "H", "H", "H", "H"],
  "xyz": [[8.96421, 13.71937, 17.18282], [8.64469, 12.59540, 17.62186], [8.63870, 11.41052, 16.94584], [8.24179, 10.41689, 17.80561], [7.99400, 11.09779, 19.17649], [8.87983, 10.77438, 20.11533], [8.29281, 12.44383, 18.89881], [7.36098, 9.91119, 17.40997], [9.02721, 9.66646, 17.89550], [7.01637, 10.97303, 19.64207], [13.31224, 16.62017, 17.05887], [13.19974, 16.72266, 15.84772], [14.17344, 16.50679, 14.90451], [13.87976, 17.27133, 13.73576], [12.35197, 17.37965, 13.84842], [11.74487, 16.36023, 13.30845], [12.23235, 17.36716, 15.23821], [14.41997, 18.21495, 13.65931], [14.19535, 16.67319, 12.88092], [11.93313, 18.32509, 13.50369], [13.13119, 20.40018, 18.90978], [13.24408, 20.07089, 20.36644], [13.34713, 21.29711, 21.28205], [12.22084, 21.14649, 22.10407], [11.48117, 20.02429, 21.77771], [10.58612, 19.56478, 22.44740], [11.92541, 19.58997, 20.59102], [14.09161, 20.80647, 18.59259], [12.28002, 21.06429, 18.75956], [12.97135, 19.57099, 18.22057], [14.05838, 19.36411, 20.52602], [13.28404, 22.18651, 20.65508], [14.30997, 21.42489, 21.77673], [9.73747, 21.70850, 19.07837], [8.27721, 21.99619, 19.30928], [7.93507, 21.54003, 20.73619], [7.26898, 22.63203, 21.21938], [7.37171, 23.65459, 20.45622], [6.79910, 24.71845, 20.60230], [8.05026, 23.35406, 19.36588], [9.81643, 20.65555, 18.80790], [10.36748, 22.04263, 19.90271], [10.17226, 22.22837, 18.22467], [7.70796, 21.40925, 18.58848], [8.79834, 21.32707, 21.36667], [7.23172, 20.70902, 20.68294], [7.29455, 14.87375, 14.37288], [5.81523, 14.96158, 14.30422], [5.05459, 14.09257, 13.33464], [4.15734, 13.38411, 14.14940], [4.41724, 13.45189, 15.35524], [3.98145, 12.73292, 16.28075], [5.43499, 14.34432, 15.55867], [7.57235, 15.56037, 15.17256], [7.84318, 15.38896, 13.58442], [7.67969, 13.85799, 14.46222], [5.45427, 15.98867, 14.25042], [5.69219, 13.40981, 12.77303], [4.45380, 14.70054, 12.65825], [13.11698, 14.99555, 23.48616], [12.43810, 16.08359, 22.53666], [12.96794, 16.18861, 21.14718], [11.79049, 15.97392, 20.28770], [10.75379, 15.72438, 21.04836], [9.72058, 15.26793, 20.59518], [11.12823, 15.71999, 22.36785], [12.84994, 14.97642, 24.54277], [14.18925, 15.15231, 23.60344], [13.01125, 14.00941, 23.03401], [12.34901, 17.09560, 22.93162], [13.73455, 15.43326, 20.97444], [13.41874, 17.16956, 20.99678], [8.74245, 19.11318, 15.35357], [9.06268, 18.53162, 16.38860], [10.22086, 18.65904, 17.13252], [10.19538, 17.74256, 18.20776], [8.85112, 17.12559, 18.20171], [8.46084, 17.40891, 16.85002], [10.89261, 16.93317, 17.99131], [10.43242, 18.18770, 19.17407], [8.23401, 17.66516, 18.92013], [8.84542, 16.05296, 18.39547]],
  "atomic_forces_ev_per_a": [[-1.04, -4.26, 0.84], [1.41, 4.24, -1.58], [0.45, 2.39, -0.40], [-0.65, -1.83, 1.32], [-0.15, 0.63, -0.75], [1.13, -1.24, 0.94], [-0.97, -0.16, -0.25], [-0.16, 0.17, 0.11], [0.11, 0.02, 0.15], [-0.17, 0.19, -0.43], [-0.31, -0.61, -2.74], [2.35, 1.11, 1.83], [0.59, -0.28, 0.99], [-0.33, -1.13, -0.77], [2.13, 2.40, 0.60], [-1.14, -1.76, -0.87], [-2.81, 0.34, 0.48], [-0.16, 0.13, 0.61], [-0.21, -0.04, -0.02], [-0.13, -0.14, -0.07], [1.18, 0.43, -1.02], [-0.18, 0.48, -1.66], [0.21, 0.00, -1.57], [-0.77, -0.35, 1.41], [-0.27, 0.48, 1.03], [1.36, 0.88, -1.32], [-0.33, -1.64, 1.64], [-0.12, 0.60, -0.26], [0.39, 0.33, -0.04], [-0.09, -0.49, 0.52], [-0.43, -0.52, 0.39], [-0.53, 0.25, 0.10], [-0.31, -0.55, 0.68], [0.50, 0.17, -1.11], [2.13, -1.96, 0.77], [0.03, -1.50, -1.02], [-1.41, -0.29, 3.35], [-2.47, 3.99, -1.04], [1.23, -1.34, 0.28], [0.36, 1.00, -1.72], [0.43, -0.16, 0.51], [-0.14, -0.43, 0.35], [-0.43, 0.17, -0.34], [-0.49, 0.76, -0.32], [-0.03, -0.21, -0.09], [0.24, -0.21, 0.41], [1.21, 1.42, -0.64], [0.00, -0.61, 0.84], [0.14, 0.81, -1.12], [-2.47, -1.47, -4.81], [1.65, -1.53, 7.62], [0.80, 2.28, -2.82], [-1.06, 0.22, 0.61], [0.21, -0.73, 0.69], [-0.35, -0.26, -0.77], [-0.13, 0.17, 0.33], [0.05, 0.06, 0.28], [-0.11, -0.15, 0.07], [0.14, -0.20, -0.20], [0.57, 1.12, -0.72], [0.88, -0.16, 2.31], [0.49, -0.22, -0.99], [2.51, 1.19, 0.04], [-1.47, -3.04, 0.32], [1.08, 1.62, 1.23], [-3.32, -0.73, -1.01], [-0.98, 0.19, -0.29], [0.27, 0.30, -0.60], [-0.29, 0.04, 0.03], [0.75, -0.03, 0.75], [-0.26, -0.14, -0.53], [-0.28, -0.07, -0.49], [1.06, -0.98, 3.08], [0.71, -1.13, -1.74], [-1.11, 1.89, -0.79], [1.53, -1.45, 0.57], [-0.61, 0.36, -0.06], [-1.60, 0.48, -0.43], [0.54, 0.39, 0.02], [0.19, 0.32, -0.33], [-0.66, -0.20, -0.21], [-0.09, 0.21, -0.19]],
  "lowdin_charge": [0.111, -0.472, 0.082, -0.085, -0.294, 0.084, 0.148, 0.140, 0.140, 0.171, 0.142, -0.514, 0.062, -0.046, -0.340, 0.134, 0.133, 0.138, 0.139, 0.177, -0.015, -0.309, -0.101, 0.060, -0.523, 0.154, 0.039, 0.096, 0.076, 0.088, 0.147, 0.130, 0.136, -0.024, -0.319, -0.092, 0.120, -0.604, 0.137, 0.129, 0.078, 0.089, 0.096, 0.160, 0.127, 0.145, -0.025, -0.304, -0.069, 0.128, -0.595, 0.085, 0.066, 0.078, 0.089, 0.098, 0.157, 0.142, 0.139, 0.009, -0.338, -0.044, 0.086, -0.530, 0.143, 0.078, 0.077, 0.072, 0.087, 0.146, 0.137, 0.114, 0.111, -0.492, 0.029, -0.164, -0.108, 0.047, 0.119, 0.116, 0.133, 0.114],
  "homo_lumo_gap_ha": 0.389,
  "de_lowest_kcal_mol": 60.3,
  "e_homo_ev": -10.32,
  "largest_force_ev_per_a": 7.94,
  "energy_ha": -2752.79167,
  "smiles": "O=C1OC[C@@H](F)O1.O=C1OC[C@@H](F)O1.C[C@H]1COC(=O)O1.C[C@H]1COC(=O)O1.C[C@H]1COC(=O)O1.C[C@H]1COC(=O)O1.O=C1OCCO1"
}